DFT (ωB97M-V/def2-TZVPD) results for 7 unconnected molecules or ions with the total composition C32H51BNO22S in a non-equilibrium geometry.

Geometry (Å):
C -2.04 0.10 3.51
C -1.72 1.09 2.67
C -0.69 1.02 1.59
C 0.16 -0.26 1.51
O 1.19 0.11 0.65
B 1.51 1.55 0.93
C 2.82 1.64 1.91
C 3.62 2.96 1.90
C 2.86 4.09 2.62
S 2.21 5.45 1.59
C 1.79 2.31 -0.49
O 0.76 1.96 -1.47
N 1.16 2.16 -2.76
O 1.54 3.25 -3.02
O 0.24 2.06 1.58
H -1.43 -0.79 3.58
H -2.93 0.18 4.12
H -2.29 2.02 2.74
H -1.30 0.99 0.65
H 0.52 -0.56 2.52
H -0.41 -1.11 1.12
H 2.52 1.50 2.94
H 3.49 0.83 1.61
H 4.56 2.82 2.45
H 3.92 3.27 0.89
H 3.52 4.62 3.31
H 2.04 3.68 3.20
H 1.09 4.87 1.17
H 2.77 1.99 -0.88
H 1.83 3.39 -0.37
C 0.69 2.66 7.48
C 0.60 1.65 6.37
C 0.23 0.24 6.80
O 0.93 -0.57 5.84
C 1.97 0.15 5.36
O 2.82 -0.25 4.64
O 1.89 1.43 5.78
H 0.90 3.65 7.08
H -0.24 2.70 8.03
H 1.50 2.39 8.17
H -0.08 1.99 5.58
H -0.83 0.03 6.76
H 0.63 0.01 7.80
C 1.33 -1.10 -2.53
C 2.01 -2.42 -2.76
C 2.83 -2.50 -4.03
O 2.72 -3.89 -4.38
C 1.58 -4.37 -3.83
O 1.13 -5.45 -4.09
O 1.06 -3.49 -2.97
H 0.83 -1.08 -1.56
H 2.06 -0.29 -2.53
H 0.58 -0.90 -3.29
H 2.62 -2.70 -1.89
H 3.87 -2.23 -3.89
H 2.40 -1.91 -4.84
C 4.49 -6.69 -5.05
C 3.70 -7.85 -5.59
C 2.80 -8.54 -4.57
O 2.78 -9.89 -5.05
C 3.91 -10.10 -5.76
O 4.29 -11.17 -6.14
O 4.56 -8.94 -5.99
H 5.05 -6.19 -5.85
H 3.80 -5.96 -4.62
H 5.20 -7.02 -4.29
H 3.12 -7.55 -6.47
H 1.80 -8.13 -4.54
H 3.24 -8.53 -3.57
C -4.81 5.19 3.32
C -4.93 4.41 4.60
C -4.51 5.16 5.86
O -4.03 4.10 6.70
C -3.63 3.08 5.90
O -3.00 2.14 6.27
O -4.02 3.30 4.63
H -5.19 4.61 2.48
H -5.38 6.12 3.39
H -3.77 5.43 3.11
H -5.94 4.01 4.72
H -5.32 5.68 6.35
H -3.69 5.85 5.66
C -5.09 -1.94 -0.30
C -5.39 -1.03 0.86
C -6.80 -0.48 0.92
O -6.62 0.79 1.54
C -5.34 1.19 1.29
O -4.93 2.28 1.52
O -4.63 0.19 0.76
H -4.08 -2.32 -0.24
H -5.78 -2.78 -0.30
H -5.19 -1.40 -1.24
H -5.11 -1.50 1.81
H -7.48 -1.09 1.51
H -7.22 -0.33 -0.08
C 2.39 1.71 -7.68
C 1.03 1.17 -7.34
C 0.35 1.82 -6.14
O -0.44 0.75 -5.63
C 0.15 -0.41 -5.98
O -0.10 -1.47 -5.49
O 1.11 -0.20 -6.91
H 2.79 1.24 -8.58
H 2.34 2.79 -7.85
H 3.09 1.52 -6.86
H 0.37 1.20 -8.21
H -0.29 2.66 -6.40
H 1.07 2.13 -5.38

The calculation puts the LUMO energy at 2.087 eV. The calculated total energy comes out at -92060.063 eV. The spin multiplicity is 1. The strongest force on any atom comes out at 1.1 eV/Å. Its net charge is -1. For the HOMO-LUMO gap, the calculation gives 6.89 eV.


DFT (ωB97M-V/def2-TZVPD) results for a molecular structure, C32H51Ge2N8OTc in a non-equilibrium geometry.

Geometry (Å):
Tc -0.12 0.86 0.83
C 2.52 2.11 0.65
N 3.15 0.82 0.59
C 4.60 0.78 0.66
C 4.89 -0.72 0.61
N 3.57 -1.34 0.60
C 3.56 -2.78 0.60
C 2.60 -0.41 0.65
N 1.27 -0.57 0.72
C 0.65 -1.89 0.67
C -0.75 -1.87 1.29
N -1.43 -0.64 0.90
C -2.76 -0.50 0.94
N -3.73 -1.36 1.28
C -3.68 -2.70 1.82
C -5.05 -0.74 1.15
C -4.76 0.67 0.64
N -3.31 0.69 0.58
C -2.61 1.79 -0.02
H 3.07 2.79 0.00
H 2.56 2.53 1.67
H 1.47 2.08 0.29
H 4.96 1.24 1.58
H 5.04 1.32 -0.18
H 5.45 -1.08 1.48
H 5.44 -1.01 -0.29
H 4.56 -3.11 0.30
H 2.85 -3.19 -0.12
H 3.38 -3.19 1.60
H 1.24 -2.63 1.21
H 0.57 -2.20 -0.38
H -0.65 -1.89 2.39
H -1.29 -2.75 0.97
H -2.97 -2.79 2.63
H -3.46 -3.44 1.04
H -4.67 -2.94 2.21
H -5.54 -0.73 2.13
H -5.67 -1.32 0.47
H -5.13 1.44 1.32
H -5.19 0.85 -0.34
H -3.30 2.63 -0.10
H -2.26 1.55 -1.03
H -1.76 2.16 0.61
N -0.04 1.45 2.66
C -0.13 1.66 3.81
N -0.24 1.85 5.07
C 0.76 1.39 6.02
C 1.42 2.62 6.67
O 0.45 3.42 7.27
C -0.48 3.92 6.36
C -1.23 2.75 5.66
H 1.50 0.76 5.53
H 0.24 0.82 6.80
H 2.00 3.18 5.92
H 2.09 2.28 7.47
H 0.00 4.55 5.60
H -1.20 4.51 6.93
H -1.91 3.14 4.91
H -1.78 2.19 6.42
C -1.46 -2.60 -5.43
Ge -1.87 -2.47 -3.50
C -1.35 -4.02 -2.37
C -3.58 -1.62 -2.90
Ge -0.04 -0.49 -2.81
C 1.93 -0.82 -2.82
C 2.31 -2.16 -2.87
C 3.61 -2.53 -3.17
C 4.56 -1.54 -3.41
C 4.20 -0.20 -3.35
C 2.89 0.17 -3.06
C -0.49 1.41 -3.24
C -1.55 1.55 -4.14
C -1.80 2.77 -4.76
C -1.00 3.86 -4.47
C 0.04 3.74 -3.55
C 0.27 2.53 -2.92
H -2.09 -3.40 -5.83
H -0.42 -2.88 -5.60
H -1.68 -1.69 -5.99
H -2.06 -4.82 -2.57
H -1.38 -3.80 -1.31
H -0.36 -4.40 -2.64
H -4.39 -2.30 -3.16
H -3.77 -0.68 -3.40
H -3.60 -1.47 -1.82
H 1.57 -2.94 -2.70
H 3.88 -3.57 -3.25
H 5.57 -1.81 -3.67
H 4.93 0.57 -3.57
H 2.63 1.21 -3.06
H -2.17 0.69 -4.40
H -2.61 2.86 -5.47
H -1.18 4.81 -4.95
H 0.66 4.59 -3.33
H 1.08 2.45 -2.20

The calculation puts the LUMO energy (spin up / spin down) at -12.431 / -12.655 eV. The calculated total energy comes out at -163170.360 eV. The spin multiplicity is 3. As for the relative energy (zero: lowest compared OMol25 entry of this formula, charge and spin): 52.2 kJ/mol. The strongest force on any atom comes out at 1.6 eV/Å. Its net charge is +4. The expectation value of S² is 2.013. For the HOMO-LUMO gap (spin up / spin down), the calculation gives 6.28 / 6.09 eV.


DFT (ωB97M-V/def2-TZVPD) results for 6 unconnected molecules or ions with the total composition C32H51N2O16.

Geometry (Å):
C 0.97 -5.74 -1.96
C 2.17 -5.54 -2.87
O 2.95 -4.38 -2.61
C 2.26 -3.19 -2.41
C 1.33 -2.76 -3.57
C 0.28 -1.82 -3.09
C 0.30 -0.44 -3.23
C -0.75 0.32 -2.71
C -1.79 -0.29 -2.04
C -1.80 -1.67 -1.88
C -2.87 -2.42 -1.18
C -4.24 -2.34 -1.90
C -4.70 -3.71 -2.38
N -4.00 -4.01 -3.64
N -0.76 -2.36 -2.41
H 0.87 -6.80 -1.72
H 1.08 -5.22 -1.02
H 0.03 -5.46 -2.44
H 2.86 -6.37 -2.75
H 1.86 -5.55 -3.92
H 1.71 -3.18 -1.46
H 3.02 -2.42 -2.30
H 1.90 -2.26 -4.34
H 0.83 -3.62 -4.02
H 1.12 0.02 -3.76
H -0.75 1.39 -2.81
H -2.61 0.28 -1.63
H -2.94 -2.03 -0.17
H -2.57 -3.46 -1.09
H -4.12 -1.71 -2.77
H -4.98 -1.89 -1.26
H -5.78 -3.72 -2.47
H -4.41 -4.48 -1.67
H -4.13 -4.98 -3.90
H -4.41 -3.47 -4.40
H -0.78 -3.36 -2.31
C 1.84 4.80 1.18
C 1.22 3.70 0.36
C 1.62 3.65 -1.10
O 0.45 3.07 -1.70
C -0.61 3.35 -0.92
O -1.74 3.12 -1.24
O -0.22 3.90 0.23
H 2.88 4.57 1.36
H 1.76 5.76 0.67
H 1.33 4.88 2.14
H 1.37 2.73 0.83
H 2.49 3.03 -1.29
H 1.76 4.64 -1.53
C -5.43 2.62 2.12
C -4.25 3.52 2.38
C -2.92 3.07 1.81
O -1.99 3.68 2.72
C -2.61 3.82 3.92
O -2.06 4.12 4.93
O -3.93 3.58 3.79
H -5.72 2.69 1.07
H -5.18 1.58 2.35
H -6.27 2.91 2.73
H -4.48 4.54 2.06
H -2.74 3.41 0.80
H -2.80 1.99 1.87
C 7.36 -2.24 0.45
C 5.98 -1.88 0.92
C 4.84 -2.62 0.26
O 3.76 -1.65 0.37
C 4.32 -0.43 0.41
O 3.70 0.59 0.30
O 5.64 -0.51 0.57
H 7.63 -3.23 0.83
H 7.41 -2.25 -0.64
H 8.09 -1.52 0.81
H 5.92 -1.96 2.00
H 4.57 -3.55 0.75
H 5.02 -2.80 -0.80
C 2.31 -4.14 4.71
C 3.66 -4.80 4.70
C 4.71 -4.19 5.61
O 5.93 -4.51 4.91
C 5.64 -4.64 3.61
O 6.45 -4.74 2.74
O 4.30 -4.65 3.41
H 1.79 -4.36 5.64
H 2.40 -3.05 4.61
H 1.70 -4.51 3.88
H 3.57 -5.87 4.89
H 4.74 -4.61 6.61
H 4.62 -3.11 5.66
C -3.28 8.14 -1.77
C -4.20 7.95 -0.59
C -4.12 6.61 0.10
O -5.45 6.47 0.64
C -6.29 7.18 -0.15
O -7.47 7.13 -0.10
O -5.58 7.95 -1.01
H -2.26 8.26 -1.43
H -3.34 7.29 -2.45
H -3.56 9.04 -2.33
H -4.07 8.76 0.13
H -3.39 6.56 0.90
H -3.95 5.79 -0.61

The calculation puts the LUMO energy at -3.430 eV. The calculated total energy comes out at -69747.679 eV. The spin multiplicity is 1. The strongest force on any atom comes out at 0.5 eV/Å. Its net charge is +1. For the HOMO-LUMO gap, the calculation gives 8.92 eV.